1.
The following is a DFT calculation (ωB97M-V/def2-TZVPD) of a structure of composition C54H47BrCaClN4O4P2S3.

Each line ends with the Löwdin charge.
Geometry (Å):
Ca (-1.52813, 0.64405, -0.90031)  1.211
O (-4.24135, -2.24852, -0.23890)  -0.281
Cl (-4.01806, -0.99500, -0.90945)  0.642
O (-5.10262, -0.61750, -1.75061)  -0.283
O (-3.73193, 0.09575, -0.00083)  -0.426
O (-2.87359, -1.14416, -1.77028)  -0.465
C (0.51268, -1.76514, -5.90934)  -0.025
C (0.26025, -0.46226, -5.19586)  -0.242
C (0.74176, 0.77687, -5.69894)  0.029
C (0.74978, 1.92065, -4.89285)  -0.092
C (0.05372, 1.75302, -3.69304)  -0.773
Br (0.00518, 3.28129, -2.61344)  0.851
N (-0.53954, 0.65673, -3.24459)  -0.050
C (-0.46332, -0.47491, -4.01859)  -0.076
H (1.32419, -2.25958, -5.27329)  0.116
H (0.93743, -1.64108, -6.88790)  0.078
H (-0.32522, -2.37771, -5.96159)  0.061
H (1.28662, 0.85086, -6.59329)  0.108
H (1.07487, 2.87474, -5.16332)  0.085
H (-0.81330, -1.45762, -3.55395)  0.154
S (0.88943, 2.95684, 4.79402)  1.016
C (0.54596, 2.94946, 6.51267)  -0.390
C (-0.76764, 2.97852, 6.74966)  -0.200
C (-1.57970, 3.08990, 5.57259)  -0.099
C (-0.80323, 3.06169, 4.41151)  -0.500
C (-1.43437, 3.27044, 3.09773)  -0.176
C (-1.05419, 2.46282, 1.97151)  -0.060
N (-1.68801, 2.48098, 0.83706)  0.032
C (-2.77618, 3.24295, 0.65749)  -0.156
C (-3.28009, 4.02332, 1.69458)  -0.126
C (-4.25544, 5.06475, 1.48610)  -0.017
C (-4.68694, 5.28117, 0.22563)  0.018
C (-4.33327, 4.34884, -0.91630)  -0.087
C (-4.79379, 4.45516, -2.20149)  0.062
C (-4.47427, 3.54239, -3.21544)  -0.203
C (-3.58707, 2.57176, -2.88370)  -0.081
N (-3.03917, 2.49493, -1.65123)  0.008
C (-3.37678, 3.32055, -0.67711)  -0.173
C (-4.97508, 3.67597, -4.56702)  -0.503
C (-5.02229, 4.84249, -5.26281)  -0.134
C (-5.25326, 4.72411, -6.67738)  -0.162
C (-5.34731, 3.38142, -7.03376)  -0.391
S (-5.24153, 2.34442, -5.63720)  1.038
C (-2.50349, 4.09136, 2.84205)  0.038
H (1.24989, 2.77101, 7.34864)  0.093
H (-1.23592, 2.95347, 7.70584)  0.101
H (-2.66657, 3.26532, 5.51997)  0.123
H (-0.17741, 1.76719, 1.97559)  0.110
H (-4.60166, 5.74431, 2.28609)  0.134
H (-5.33837, 6.11696, -0.01738)  0.115
H (-5.43212, 5.29019, -2.43260)  0.131
H (-3.32422, 1.89348, -3.66936)  0.104
H (-4.88391, 5.83923, -4.88726)  0.111
H (-5.37806, 5.55714, -7.39408)  0.114
H (-5.54694, 2.89357, -8.07202)  0.107
H (-2.74630, 4.74513, 3.70690)  0.146
C (1.17675, -4.10890, 5.65030)  -0.442
S (1.72521, -5.00446, 4.18431)  0.802
C (0.90418, -4.03258, 2.85596)  -0.497
C (0.89375, -4.75516, 1.51241)  -0.248
C (0.47495, -3.81238, 0.42824)  -0.262
N (1.42006, -2.62106, 0.17891)  -0.423
P (2.49027, -3.06458, -1.15642)  1.022
C (3.57605, -4.34786, -0.40629)  -0.358
C (4.14959, -4.33884, 0.91526)  -0.118
C (4.71685, -5.44243, 1.42907)  -0.084
C (4.86870, -6.63554, 0.66525)  -0.049
C (4.36304, -6.65117, -0.61952)  -0.080
C (3.68084, -5.52297, -1.15763)  -0.111
C (3.52105, -1.62500, -1.39325)  -0.409
C (4.68512, -1.25996, -0.72278)  -0.055
C (5.20334, -0.00132, -1.02177)  -0.032
C (4.43115, 0.90929, -1.82508)  -0.066
C (3.28745, 0.50061, -2.48530)  -0.087
C (2.87969, -0.80494, -2.27956)  -0.177
P (0.71785, -1.00847, 0.25541)  1.011
C (-0.27903, -1.09179, 1.75130)  -0.401
C (-1.58461, -1.53602, 1.51003)  -0.180
C (-2.54598, -1.50657, 2.47558)  -0.056
C (-2.17116, -1.16236, 3.77004)  -0.037
C (-0.85705, -0.76107, 4.05458)  -0.057
C (0.04628, -0.60789, 3.02262)  -0.102
C (2.16632, 0.08337, 0.81179)  -0.330
C (2.26566, 1.38509, 0.35842)  -0.121
C (3.33456, 2.16706, 0.77717)  -0.111
C (4.14830, 1.75071, 1.76086)  -0.090
C (4.03273, 0.45581, 2.27483)  -0.058
C (3.05575, -0.36639, 1.79874)  -0.119
H (1.41804, -4.78284, 6.53952)  0.056
H (0.08913, -3.96800, 5.67705)  0.029
H (1.62007, -3.12025, 5.73622)  0.022
H (1.26028, -3.03304, 2.72490)  0.042
H (-0.10236, -3.94841, 3.15721)  0.057
H (0.16290, -5.59800, 1.55728)  0.136
H (1.91775, -5.14538, 1.27601)  0.091
H (-0.49308, -3.30953, 0.67947)  0.088
H (0.32209, -4.41851, -0.44797)  0.094
H (3.95442, -3.47877, 1.48009)  0.077
H (4.92373, -5.43847, 2.45238)  0.088
H (5.29796, -7.51347, 1.11817)  0.104
H (4.30257, -7.54415, -1.26773)  0.111
H (3.23325, -5.60242, -2.18127)  0.105
H (5.22301, -1.89222, -0.05827)  0.101
H (6.06191, 0.36588, -0.57972)  0.085
H (4.77298, 1.94992, -1.93517)  0.118
H (2.78532, 1.20537, -3.13366)  0.090
H (2.03889, -1.25020, -2.85458)  0.073
H (-1.88417, -1.87180, 0.51829)  0.069
H (-3.58037, -1.77645, 2.30542)  0.115
H (-2.80290, -1.25655, 4.64653)  0.113
H (-0.62769, -0.37811, 5.03270)  0.107
H (1.06713, -0.32019, 3.16312)  0.087
H (1.53430, 1.76304, -0.36675)  0.069
H (3.49393, 3.19957, 0.42828)  0.126
H (5.05962, 2.33573, 1.96504)  0.125
H (4.70209, 0.11559, 3.04273)  0.112
H (3.08141, -1.37429, 2.02212)  0.074

Forces on atoms 1 to 3 (eV/Å):
-0.3 0.2 -0.2
0.1 1.2 0.1
-2.8 -1.3 -0.9

total energy = -8194.6763 hartree
charge = +1
spin multiplicity = 1
gap between HOMO and LUMO = 6.947 eV
HOMO = -0.363 hartree
E_LUMO = -2.9 eV



2.
The following is a DFT calculation (ωB97M-V/def2-TZVPD) of a structure of composition C54H49BN8O3PSTa.

Each line ends with the Löwdin charge.
Geometry (Å):
Ta (-0.15275, 1.07605, 0.15815)  1.859
C (4.26389, 3.52064, -2.13712)  0.015
C (3.36365, 3.23101, -0.98821)  -0.227
C (3.56207, 3.49302, 0.36117)  0.078
C (2.38532, 3.13763, 0.99081)  -0.217
N (1.53641, 2.55954, 0.09187)  -0.030
N (2.14757, 2.69078, -1.14052)  0.036
B (1.28200, 2.64850, -2.43503)  -0.453
N (-0.15065, 3.21185, -2.13829)  0.070
N (-0.85923, 2.71036, -1.11085)  -0.086
C (-2.07074, 3.25687, -1.10111)  -0.223
C (-2.18566, 4.13210, -2.17437)  0.087
C (-0.93782, 4.08487, -2.80682)  -0.213
C (-0.47049, 4.83671, -4.00316)  0.009
C (-2.87817, 2.68669, -0.01871)  -0.146
C (-4.23439, 2.42235, -0.08336)  0.007
C (-4.83852, 1.68131, 0.92813)  -0.006
C (-4.10697, 1.17524, 2.00062)  -0.020
C (-2.75906, 1.46323, 2.10420)  -0.029
C (-2.14056, 2.22852, 1.09938)  -0.182
N (1.12200, 1.14759, -2.74495)  0.056
N (0.28470, 0.46572, -1.92319)  -0.034
C (0.01506, -0.72059, -2.52800)  -0.271
C (0.79156, -0.82287, -3.66936)  0.055
C (1.45959, 0.39037, -3.79082)  -0.208
C (2.37412, 0.86036, -4.86762)  0.021
C (-1.04516, -1.62772, -1.92429)  -0.246
C (-3.24409, -1.19516, -0.82715)  -0.037
C (-3.51715, -2.50874, -0.28436)  -0.054
C (-3.14064, -3.79367, -0.55893)  -0.035
C (-2.19038, -4.51748, -1.40110)  -0.077
C (-1.51046, -4.08138, -2.47011)  -0.050
C (1.96476, 3.49834, 2.35000)  -0.233
C (2.76180, 3.20800, 3.45539)  -0.015
C (2.31872, 3.53307, 4.73109)  -0.029
C (1.09691, 4.16771, 4.90432)  -0.038
C (0.32112, 4.50587, 3.79852)  -0.053
C (0.75409, 4.17706, 2.52395)  -0.063
H (5.22982, 3.86264, -1.77477)  0.098
H (3.84243, 4.29667, -2.77648)  0.097
H (4.41798, 2.62954, -2.74554)  0.087
H (4.40493, 3.99996, 0.80006)  0.140
H (1.78556, 3.25091, -3.32451)  0.124
H (-3.02146, 4.75196, -2.45002)  0.131
H (-1.27193, 5.46488, -4.38302)  0.096
H (-0.16118, 4.15465, -4.79520)  0.093
H (0.37846, 5.47464, -3.75689)  0.100
H (-4.81142, 2.76154, -0.93494)  0.137
H (-5.90071, 1.47929, 0.86922)  0.133
H (-4.60204, 0.60297, 2.77359)  0.130
H (-2.20098, 1.15570, 2.98053)  0.075
H (-1.25485, 2.78398, 1.39338)  0.075
H (0.81733, -1.62695, -4.38051)  0.131
H (2.49214, 0.08335, -5.61867)  0.097
H (3.36010, 1.09788, -4.46731)  0.088
H (1.98398, 1.75383, -5.35525)  0.093
H (-4.08613, -0.51636, -0.72788)  0.112
H (-4.31639, -2.47501, 0.44965)  0.113
H (-3.68273, -4.49495, 0.06838)  0.121
H (-2.05795, -5.54870, -1.09661)  0.122
H (-0.84702, -4.74824, -3.01047)  0.123
H (3.70401, 2.68920, 3.32403)  0.132
H (2.92712, 3.28448, 5.58995)  0.125
H (0.75806, 4.42080, 5.89984)  0.121
H (-0.60592, 5.04831, 3.93360)  0.118
H (0.19225, 4.49661, 1.65216)  0.116
N (0.34092, 1.15253, 2.39730)  -0.010
C (0.35084, -0.04549, 3.25813)  -0.312
C (-0.55642, -0.10973, 4.29724)  -0.041
C (-0.48505, -1.17246, 5.19081)  -0.027
C (0.49916, -2.13482, 5.04139)  -0.234
C (1.41406, -2.04299, 3.99481)  -0.024
C (1.34188, -0.99828, 3.08598)  -0.048
S (0.61153, -3.50801, 6.21686)  0.418
O (0.21161, -4.64368, 5.39414)  -0.344
O (-0.34174, -3.14627, 7.24049)  -0.330
O (2.00634, -3.49849, 6.58594)  -0.316
H (-0.27007, 1.81262, 2.88283)  0.071
H (1.23949, 1.60896, 2.55914)  0.068
H (-1.28543, 0.68335, 4.44707)  0.102
H (-1.15855, -1.25461, 6.03477)  0.121
H (2.19634, -2.78857, 3.91910)  0.132
H (2.07622, -0.91196, 2.28978)  0.098
N (-0.16135, -0.69862, 0.37398)  -0.324
P (-0.05436, -2.16434, -0.35375)  1.048
C (-0.36882, -3.39564, 0.87754)  -0.323
C (0.21494, -4.66051, 0.79821)  -0.071
C (-0.01055, -5.57956, 1.80815)  -0.028
C (-0.79645, -5.23855, 2.89911)  -0.026
C (-1.36714, -3.97020, 2.98586)  -0.047
C (-1.15555, -3.04834, 1.98465)  -0.097
C (-2.23624, -0.75902, -1.62503)  -0.257
C (-2.63635, 0.16128, -2.71710)  -0.044
C (-2.48569, -0.02073, -4.04123)  -0.040
C (-1.91403, -1.12949, -4.81735)  -0.078
C (-1.56097, -2.33157, -4.36032)  -0.051
C (-1.73261, -2.68657, -2.91718)  -0.220
C (1.62109, -2.38295, -0.96629)  -0.296
C (2.63079, -1.49290, -0.61989)  -0.085
C (3.91495, -1.67648, -1.10987)  -0.049
C (4.19447, -2.74709, -1.94765)  -0.042
C (3.18793, -3.63758, -2.29734)  -0.039
C (1.90357, -3.45762, -1.81014)  -0.082
H (0.84997, -4.93591, -0.03257)  0.099
H (0.45507, -6.55431, 1.75801)  0.122
H (-0.92965, -5.92881, 3.71784)  0.118
H (-1.92303, -3.70427, 3.87379)  0.125
H (-1.57458, -2.05301, 2.06942)  0.096
H (-3.23858, 1.00683, -2.41197)  0.100
H (-2.91800, 0.75962, -4.65847)  0.112
H (-1.81609, -0.94004, -5.87965)  0.118
H (-1.19299, -3.08623, -5.04656)  0.128
H (-2.79758, -2.54266, -2.73251)  0.146
H (2.42962, -0.65903, 0.04280)  0.072
H (4.70206, -0.99160, -0.82263)  0.114
H (5.19947, -2.89578, -2.31923)  0.119
H (3.40519, -4.47659, -2.94462)  0.121
H (1.12444, -4.15118, -2.10030)  0.094

Forces on atoms 1 to 3 (eV/Å):
-0.4 0.6 0.2
0.0 0.0 0.0
-0.1 0.0 -0.2

total energy = -3571.8513 hartree
charge = +2
spin multiplicity = 1
gap between HOMO and LUMO = 4.035 eV
HOMO = -0.418 hartree
E_LUMO = -7.3 eV



no.,molecular weight (g/mol)
1,1129.6
2,1112.8